#a
ORCA calculation (ωB97M-V/def2-TZVPD) on 2 unconnected molecules or ions with the total composition C3H8NO.

Lowest unoccupied orbital energy (spin up / spin down) ... -5.7 / -6.0 eV
E_HOMO (spin up / spin down) ... -0.341 / -0.595 hartree
Spin multiplicity ... 3
Net charge ... +1
Frontier orbital gap (spin up / spin down) ... 3.63 / 10.20 eV

Cartesian coordinates (Å):
C: 1.66132 -0.58128 -0.04226
C: 2.85353 0.34623 0.04645
C: -3.02154 -0.31075 0.49685
N: -2.49056 0.49798 -0.31268
O: 0.57966 -0.35617 -0.46020
H: 2.13302 -1.65782 0.04562
H: 3.34964 0.27087 1.01082
H: 3.40602 0.02460 -0.94501
H: 2.43673 1.38524 -0.01234
H: -2.32710 -0.81693 1.14043
H: -2.98132 0.97157 -1.17912
H: -4.12836 -0.20472 0.72604
H: -1.47104 0.43119 -0.51458

#b
ORCA calculation (ωB97M-V/def2-TZVPD) on 2 unconnected molecules or ions with the total composition C3H8NO.

Lowest unoccupied orbital energy (spin up / spin down) ... -4.1 / -7.7 eV
E_HOMO (spin up / spin down) ... -0.367 / -0.615 hartree
Spin multiplicity ... 3
Net charge ... +1
Frontier orbital gap (spin up / spin down) ... 5.86 / 9.02 eV

Cartesian coordinates (Å):
C: 1.44986 0.77947 1.40297
C: -2.90041 -1.84393 -2.92950
C: 0.20831 0.19707 0.79382
N: -2.34044 -1.25934 -2.11962
O: 0.21097 0.78883 -0.59140
H: 1.28192 1.86931 1.39443
H: 1.51593 0.30197 2.34228
H: 2.35073 0.48150 0.90863
H: 0.21672 -0.01433 -1.07460
H: -3.71192 -2.37113 -3.36785
H: -0.64243 1.32763 -0.62078
H: -0.63361 0.61683 1.40903
H: 0.06249 -0.87768 0.76545

Energy ordering: #a at the bottom, the next structure 3.136 eV above.

#a
ORCA calculation (ωB97M-V/def2-TZVPD) on 13 unconnected molecules or ions with the total composition C5H33NO14.

Lowest unoccupied orbital energy ... 0.1 eV
E_HOMO ... -0.360 hartree
Net charge ... 0
Frontier orbital gap ... 9.90 eV

Cartesian coordinates (Å):
C: -1.81479 -0.10562 0.14882
C: -2.85828 0.81590 -0.51444
C: -1.17160 -0.82341 -0.98389
N: 0.02496 -0.35211 -1.45503
C: 0.94608 0.56934 -0.73981
C: 2.27958 -0.06161 -0.47492
O: 3.17065 0.60116 0.01337
O: -1.70027 -1.71956 -1.65730
H: -1.11065 0.48111 0.73677
H: -2.33242 -0.81018 0.80418
H: -3.86607 0.78193 -0.11511
H: -3.05581 0.42207 -1.50386
H: -2.54825 1.85730 -0.63181
H: 0.35978 -0.77332 -2.30768
H: 0.44900 0.93326 0.13958
H: 1.06150 1.47558 -1.36993
H: 2.34772 -1.11569 -0.69675
H: -1.19394 3.88304 -1.76131
H: -0.82713 4.02634 -3.21474
O: -0.85115 4.52628 -2.38514
H: 1.60236 2.02438 2.94691
H: 0.21087 1.33996 3.56886
O: 0.62069 2.02640 2.99744
H: -0.35203 4.67128 3.05127
H: -0.26770 3.23406 3.50708
O: -0.71228 4.10574 3.75292
H: 3.66049 2.49953 3.32788
H: 3.62154 1.65974 1.95267
O: 3.22867 2.37696 2.45845
H: 2.67446 3.35152 -2.49533
H: 1.16181 3.68582 -2.08094
O: 1.78861 3.01691 -2.38629
H: 2.69704 -3.49626 -1.74551
H: 1.20045 -3.71730 -2.21484
O: 1.76312 -3.30202 -1.54149
H: -0.39135 -1.23227 3.71071
H: -0.45562 -0.18559 4.83375
O: 0.00571 -0.37714 4.00574
H: -0.70735 -4.72066 -1.93329
H: -0.82377 -3.61782 -2.96124
O: -0.24969 -4.36520 -2.71990
H: -2.53907 -4.05131 0.14957
H: -1.77752 -3.25259 -1.08281
O: -2.05765 -4.11636 -0.67449
H: 1.10371 -2.48256 0.05191
H: -0.14846 -3.22006 0.14801
O: 0.30668 -2.51425 0.62490
H: -1.74692 1.56788 -4.13876
H: -0.78033 1.35532 -3.05618
O: -1.34017 2.05682 -3.41872
H: 0.29951 -3.18835 2.37488
H: 0.98691 -2.77191 3.63963
O: 0.10838 -2.97246 3.31618

#b
ORCA calculation (ωB97M-V/def2-TZVPD) on 13 unconnected molecules or ions with the total composition C5H33NO14.

Lowest unoccupied orbital energy ... 0.0 eV
E_HOMO ... -0.349 hartree
Net charge ... 0
Frontier orbital gap ... 9.48 eV

Cartesian coordinates (Å):
C: -0.72887 -1.53625 0.65658
C: 0.04389 -0.35196 0.02486
C: -0.19071 0.98701 0.85225
C: 0.44348 1.16748 1.99379
N: -2.11780 -1.52206 0.23012
C: -2.32004 -1.91033 -1.12580
O: -1.38436 -2.65406 -1.71347
O: -3.37662 -1.62016 -1.63091
H: -0.67717 -1.43176 1.72160
H: -0.41529 -2.61190 0.46808
H: -0.06901 -0.14928 -1.03039
H: 1.12279 -0.51171 0.06478
H: -0.74045 1.70694 0.14308
H: 0.48092 2.19155 2.47356
H: 0.71722 0.38531 2.64135
H: -2.72340 -0.91406 0.54766
H: -1.66674 -3.09559 -2.50947
H: 2.10891 -1.62583 2.56637
H: 1.28625 -2.91301 2.64392
O: 1.25883 -1.99002 2.81173
H: -3.36085 2.78077 -0.19664
H: -2.44898 3.90494 -0.28972
O: -2.40656 2.91279 -0.12653
H: -4.20101 0.77801 -1.02681
H: -4.97441 1.02365 0.23500
O: -4.54221 1.55124 -0.51110
H: 3.42450 -0.01975 -2.63874
H: 2.08554 0.28514 -3.44554
O: 2.48707 -0.46010 -3.09263
H: -1.38132 1.21278 -4.10991
H: -2.03628 -0.13321 -3.75339
O: -1.80742 0.68437 -3.43271
H: -2.39025 1.39838 1.81297
H: -1.86516 0.75656 2.97185
O: -2.73006 1.18376 2.70583
H: 3.59895 -1.92979 0.27637
H: 4.49684 -1.63023 1.60144
O: 3.48562 -1.73166 1.28186
H: -1.69412 3.34281 1.37155
H: -1.63010 3.47576 2.85065
O: -1.50332 4.05067 2.08649
H: 1.14892 -4.36584 1.47999
H: 2.55236 -3.57096 0.98696
O: 2.07777 -4.32990 1.40223
H: 1.64417 -2.87367 -1.69723
H: 2.73680 -1.83761 -2.00370
O: 2.55684 -2.61640 -1.47531
H: 3.98205 1.48523 -0.29851
H: 2.59425 1.01813 -0.34551
O: 3.47747 0.83429 -0.75836
H: 2.50465 4.21131 -1.22011
H: 1.10426 3.54368 -1.15697
O: 1.96215 3.46459 -1.31343

Energy ordering: #a at the bottom, the next structure 3.154 eV above.

#a
ORCA calculation (ωB97M-V/def2-TZVPD) on a molecular structure, C5H10N4.

Lowest unoccupied orbital energy ... -0.5 eV
E_HOMO ... -0.322 hartree
Net charge ... 0
Frontier orbital gap ... 8.22 eV

Cartesian coordinates (Å):
C: 0.17460 -2.89387 1.54995
C: 1.11513 2.37607 -1.25208
C: -0.59700 0.39494 -0.70001
C: 0.68617 1.21058 -0.43767
N: -1.72964 1.11852 -0.21945
C: 0.08799 -0.64144 0.91823
N: 1.20139 0.66831 0.55709
N: 0.37748 -1.82362 0.60573
N: -0.69885 -0.36654 -1.75455
H: -2.56736 0.56124 -0.33287
H: -1.64121 1.44033 0.73572
H: -0.06639 -0.08447 -2.50164
H: -0.35300 -0.35788 1.88354
H: 1.10865 -3.45263 1.64470
H: -0.14298 -2.55264 2.54949
H: -0.57408 -3.58325 1.14677
H: 0.33067 3.13532 -1.23124
H: 2.04741 2.78896 -0.87006
H: 1.24103 2.06206 -2.29162

#b
ORCA calculation (ωB97M-V/def2-TZVPD) on a single C5H10N4 molecule.

Lowest unoccupied orbital energy ... 0.9 eV
E_HOMO ... -0.310 hartree
Net charge ... 0
Frontier orbital gap ... 9.33 eV
SMILES ... [H]/N=C/N1C[C@H](N)[C@@H]2CN21

Cartesian coordinates (Å):
H: 1.66251 -2.87722 2.37981
N: 1.51864 -1.90211 2.08726
C: 0.47320 -1.92622 1.27695
N: -0.08890 -0.77123 0.84034
C: 0.67173 0.45531 0.64568
C: 0.48567 0.71747 -0.88884
N: 0.47644 2.16428 -1.09956
C: -0.83486 0.05264 -1.18193
C: -1.96186 0.30022 -0.26405
N: -1.15048 -0.88996 -0.08805
H: -0.11445 -2.83068 0.96950
H: 0.19224 1.28038 1.22298
H: 1.70316 0.25893 0.98397
H: 1.28772 0.18838 -1.40045
H: 1.42601 2.51756 -1.03684
H: 0.23195 2.37431 -2.08605
H: -1.10103 -0.32087 -2.14621
H: -2.98723 0.11572 -0.67517
H: -1.89048 1.09309 0.46066

Energy ordering: #b at the bottom, the next structure 2.126 eV above.

#a
ORCA calculation (ωB97M-V/def2-TZVPD) on 3 unconnected molecules or ions with the total composition CH10N3O2.

Lowest unoccupied orbital energy ... -2.8 eV
E_HOMO ... -0.551 hartree
Net charge ... +1
Frontier orbital gap ... 12.15 eV

Cartesian coordinates (Å):
N: -1.94479 -0.24122 -0.82119
C: -0.90407 -0.06426 -1.64653
N: 0.22284 0.48854 -1.24473
N: -1.07958 -0.45457 -2.90813
H: -1.95810 -0.25128 0.18998
H: -2.84627 -0.32508 -1.28867
H: 0.32814 0.50028 -0.22088
H: 0.89386 0.70937 -1.97072
H: -1.98299 -0.68666 -3.24195
H: -0.37617 -0.42885 -3.62681
H: 0.98689 0.54986 2.11205
H: 0.07107 -0.66614 2.06579
O: 0.34122 0.10156 1.52887
H: 2.36697 0.61097 4.25008
H: 3.40585 -0.05439 3.44974
O: 2.47515 0.21188 3.37312

#b
ORCA calculation (ωB97M-V/def2-TZVPD) on 3 unconnected molecules or ions with the total composition CH10N3O2.

Lowest unoccupied orbital energy ... -2.8 eV
E_HOMO ... -0.549 hartree
Net charge ... +1
Frontier orbital gap ... 12.18 eV

Cartesian coordinates (Å):
N: 0.29302 -1.57596 0.43649
C: 1.38513 -0.83211 0.51509
N: 1.25240 0.47865 0.68613
N: 2.60346 -1.37069 0.43317
H: -0.59879 -1.12077 0.27537
H: 0.36569 -2.57715 0.39640
H: 0.33152 0.90502 0.65113
H: 2.04858 1.08280 0.56364
H: 2.73750 -2.36867 0.47563
H: 3.41806 -0.85201 0.71315
H: -2.05282 0.99085 -0.35848
H: -2.34003 0.38178 1.03618
O: -1.67959 0.39972 0.33486
H: -2.87722 2.79639 -1.70484
H: -2.44640 1.72412 -2.69791
O: -2.44052 1.93802 -1.75603

Energy ordering: #b at the bottom, the next structure 0.563 eV above.